The following is a quantum chemistry calculation of 2 unconnected molecules or ions with the total composition H3OS2, from the OMol25 dataset.

```
! wB97M-V def2-TZVPD RIJCOSX def2/J DEFGRID3
* xyz -1 1
O 0.12359 -1.94455 -1.19505
H 0.96298 -2.41025 -1.23729
S 0.26987 1.05365 2.05265
S -0.51198 1.76742 0.21992
H 0.35704 -1.10022 -0.79284
H -1.20151 2.63396 0.95261
*
```

## Properties
Frontier orbital gap: 0.22172 hartree
LUMO level: 3.8 eV
Highest occupied orbital energy: -2.21 eV
ΔE to the lowest compared entry with this formula, charge and spin: 12.3 kcal per mole

The following is a quantum chemistry calculation of a molecular structure, C19H19N5O7ReS, from the OMol25 dataset.

```
! wB97M-V def2-TZVPD RIJCOSX def2/J DEFGRID3
* xyz 2 2
Re 0.17872 -0.20288 -0.21373
S -0.02322 -2.37122 -0.82380
C 0.93909 -2.67326 0.64344
C 1.39301 -3.85346 1.18268
C 2.15713 -3.76355 2.34419
C 2.42036 -2.52257 2.91008
C 1.91210 -1.38361 2.30837
N 1.18388 -1.46226 1.19136
H 1.17026 -4.80147 0.71427
H 2.54978 -4.66163 2.80244
H 3.01273 -2.43617 3.80918
H 2.07673 -0.39508 2.71850
C -2.90857 0.27395 2.90304
C -1.49063 0.38866 2.41806
O -1.42963 -0.03708 0.99627
H -2.94173 0.57352 3.95104
H -3.27379 -0.74886 2.82940
H -3.57565 0.93955 2.35306
H -0.80916 -0.28657 2.92911
H -1.10416 1.40677 2.45349
H -2.14194 0.36198 0.45148
N 1.96775 5.65678 1.08323
C 1.59551 4.41070 0.81344
C 0.35227 4.12066 0.20316
C 0.01570 2.83010 -0.06911
N 0.80965 1.76151 0.23734
C 2.00215 2.04322 0.83146
C 2.42372 3.30267 1.12300
H 1.37851 6.44096 0.85682
H 2.85577 5.85984 1.51142
H -0.33344 4.91447 -0.06049
H -0.92077 2.59231 -0.55293
H 2.63444 1.19448 1.05504
H 3.38951 3.44875 1.58728
O -2.78723 1.03866 -3.00926
C -1.73689 0.63010 -2.63083
O -1.38650 0.58709 -1.32675
C -0.61522 0.06636 -3.46104
C -0.74185 -0.93438 -4.42097
C 0.38871 -1.65072 -4.78253
C 1.61512 -1.51843 -4.14576
C 1.68276 -0.49789 -3.21864
C 0.63392 0.36381 -2.96621
N 2.68551 -0.49150 -2.17624
O 3.81652 -0.78157 -2.34656
O 2.24122 -0.22071 -1.00129
N 0.25142 -2.73174 -5.79686
O -0.82932 -2.84904 -6.31690
O 1.24305 -3.38653 -6.01564
H -1.70003 -1.19633 -4.85148
H 2.41901 -2.21635 -4.33839
H 0.77916 1.21560 -2.31552
*
```

## Properties
Frontier orbital gap (alpha / beta): 0.23172 / 0.24279 hartree
LUMO level (alpha / beta): -8.7 / -8.2 eV
Highest occupied orbital energy (alpha / beta): -15.04 / -14.84 eV
ΔE to the lowest compared entry with this formula, charge and spin: 34.3 kcal per mole

Which of these has the lowest ΔE to the lowest compared entry with this formula, charge and spin?
H3OS2